No. 1
Below is a molecular structure, C39H51BCeN8O2S, with properties calculated with wB97M-V/def2-TZVPD.

Properties
E_HOMO (spin up / spin down): -10.94 / -10.95 eV
LUMO energy (spin up / spin down): -2.721 / -2.717 eV
ΔE to the lowest compared entry with this formula, charge and spin: 121.6 kJ/mol
spin multiplicity: 2
total charge: +1
max |F|: 3.6 eV Å⁻¹
calculated total energy: -81726.3500 eV

```
103
Properties=species:S:1:pos:R:3:forces:R:3:lowdin_charge:R:1
Ce -0.111 0.210 -0.385 -0.82 -0.17 -0.78 1.289
C -1.768 0.612 5.095 0.62 -0.79 -0.02 -0.005
C -2.049 0.260 3.658 -1.15 -0.09 -1.55 -0.186
C -3.207 -0.333 3.083 1.24 0.37 0.51 0.057
C -2.981 -0.374 1.717 1.20 0.53 -1.10 -0.192
N -1.773 0.218 1.406 -2.24 -0.61 1.45 -0.024
N -1.266 0.615 2.598 0.33 -0.61 1.22 0.015
B -0.006 1.478 2.635 -0.55 0.38 -0.84 -0.458
N 1.302 0.723 2.141 -1.21 0.66 0.03 0.026
N 1.779 0.795 0.875 2.03 0.15 -0.04 -0.067
C 3.103 0.475 0.906 -1.20 -0.11 2.32 -0.196
C 3.440 0.139 2.259 -1.08 0.41 -1.12 0.085
C 2.240 0.326 2.982 1.40 -0.52 -0.54 -0.270
C 2.032 0.194 4.425 -0.63 0.32 2.05 -0.019
C 3.953 0.519 -0.303 1.40 1.00 -0.72 -0.530
C 4.113 -0.870 -0.872 0.87 -0.98 -1.01 -0.045
C 5.369 1.088 0.098 -1.31 0.98 0.03 -0.020
C 3.317 1.375 -1.427 0.73 0.48 0.95 -0.020
N -0.336 2.701 1.680 1.12 0.67 2.17 0.044
N -0.313 2.680 0.344 -0.11 -0.94 -0.69 0.000
C -0.453 3.915 -0.085 -0.06 0.80 -0.11 -0.239
C -0.579 4.792 1.008 -0.11 0.43 -0.51 0.048
C -0.442 3.995 2.104 0.00 -0.99 -0.28 -0.272
C -0.316 4.465 3.484 -0.25 -0.40 1.50 -0.019
C -0.588 4.210 -1.544 0.31 1.95 0.77 -0.517
C -2.066 3.972 -1.871 0.13 1.03 0.10 -0.020
C 0.265 3.336 -2.400 1.01 -1.19 0.37 -0.044
C -0.182 5.700 -1.838 -0.14 -1.27 -0.24 -0.013
C -3.832 -0.976 0.625 -0.14 0.23 0.59 -0.526
C -3.228 -0.726 -0.750 -0.38 -0.74 -0.30 -0.056
C -5.245 -0.371 0.643 0.18 -0.22 -0.14 -0.034
C -3.979 -2.506 0.836 -0.60 -0.52 -1.93 -0.018
H -2.581 0.335 5.775 0.12 -0.19 -0.43 0.092
H -1.667 1.675 5.165 0.19 0.73 0.17 0.060
H -0.817 0.154 5.475 -0.88 0.36 -0.38 0.086
H -4.091 -0.661 3.596 -0.01 -0.16 0.14 0.116
H 0.123 1.816 3.768 0.27 0.23 -0.20 0.106
H 4.406 -0.183 2.622 -0.20 0.10 0.09 0.118
H 2.981 -0.154 4.805 0.14 -0.20 0.48 0.079
H 1.221 -0.501 4.822 0.97 0.71 -1.05 0.109
H 1.830 1.187 4.927 0.24 -0.95 -0.66 0.107
H 4.787 -1.428 -0.213 -0.01 -0.16 -0.27 0.092
H 4.534 -0.894 -1.953 -0.66 0.12 1.87 0.129
H 3.156 -1.384 -0.843 -0.11 -0.14 -0.42 0.053
H 5.891 0.526 0.844 0.00 -0.71 0.53 0.067
H 5.251 2.099 0.514 -0.05 -0.21 -0.10 0.096
H 6.060 1.185 -0.717 0.08 -0.12 -0.82 0.079
H 2.254 1.150 -1.460 -0.04 -0.58 -0.93 0.029
H 3.948 1.145 -2.315 -1.14 0.55 0.21 0.109
H 3.255 2.455 -1.188 0.64 -0.40 -0.12 0.099
H -0.799 5.858 1.071 0.33 -0.44 -0.36 0.125
H -0.508 5.563 3.494 0.23 -0.98 0.42 0.105
H 0.658 4.180 3.905 0.20 0.66 -0.37 0.092
H -0.947 3.885 4.193 -0.29 0.77 -0.53 0.084
H -2.302 3.001 -1.522 -0.54 -1.15 0.29 0.056
H -2.197 4.023 -2.921 -0.22 -0.09 -1.25 0.075
H -2.811 4.669 -1.455 0.64 -0.07 0.26 0.112
H 0.035 2.283 -2.237 0.20 -0.38 0.31 0.028
H 1.364 3.471 -2.396 -0.61 0.09 0.60 0.107
H 0.003 3.419 -3.408 -0.56 0.55 -1.80 0.078
H -0.738 6.352 -1.197 -0.22 0.54 0.40 0.065
H -0.541 5.850 -2.847 0.19 0.48 -0.41 0.082
H 0.902 5.924 -1.776 -0.66 -0.36 0.06 0.104
H -3.007 0.318 -1.048 -0.27 -0.28 0.46 0.081
H -3.976 -1.145 -1.482 1.16 0.32 0.34 0.129
H -2.315 -1.338 -0.718 -0.06 -0.02 -0.80 0.049
H -5.230 0.652 0.336 0.26 0.94 -0.13 0.078
H -5.737 -0.379 1.615 -0.05 -0.41 -0.03 0.089
H -5.822 -0.872 -0.133 -0.33 -0.23 0.31 0.088
H -3.122 -3.196 0.648 -0.22 1.11 0.64 0.081
H -4.695 -2.836 0.037 0.32 0.20 0.64 0.099
H -4.485 -2.685 1.765 0.04 -0.27 0.60 0.079
O -1.067 -3.627 -0.303 -2.43 -1.59 -0.81 -0.259
S 0.092 -2.867 -0.115 2.51 -1.69 -0.09 0.540
O -0.005 -1.884 0.935 0.53 1.58 1.44 -0.360
N 0.519 -1.997 -1.358 -0.21 -0.14 -1.43 -0.241
C 0.150 -2.469 -2.674 -0.11 -0.27 -0.25 -0.238
C 0.500 -3.712 -3.194 0.07 0.04 -0.24 0.018
C 0.045 -4.087 -4.523 -0.27 1.53 0.74 -0.032
C -0.805 -3.257 -5.248 0.00 0.00 1.41 -0.012
C -1.193 -1.967 -4.738 1.50 -2.21 1.39 -0.161
C -2.106 -1.142 -5.369 0.50 0.62 -0.77 -0.014
C -2.362 0.061 -4.833 -0.54 1.56 0.66 -0.020
C -1.677 0.470 -3.644 -1.17 0.30 -0.02 -0.140
N -0.845 -0.238 -2.943 0.01 -3.24 -1.20 0.032
C -0.664 -1.596 -3.483 0.95 2.16 1.53 -0.079
C 1.349 -4.105 0.400 -0.13 -0.49 -0.68 -0.222
C 1.003 -5.487 0.281 0.92 1.25 0.85 -0.038
C 1.898 -6.480 0.731 0.66 3.37 -0.33 -0.041
C 3.159 -6.053 1.213 -0.82 -0.35 -0.72 -0.061
C 3.499 -4.696 1.215 0.25 0.12 0.78 -0.063
C 2.609 -3.678 0.828 -1.33 -3.32 -0.15 -0.046
H 1.125 -4.387 -2.540 -0.73 0.68 -1.08 0.131
H 0.376 -4.991 -4.997 -0.01 -0.49 0.21 0.100
H -1.351 -3.633 -6.100 0.39 0.03 -0.42 0.113
H -2.409 -1.415 -6.356 -0.72 -0.21 -0.36 0.127
H -3.092 0.764 -5.262 0.53 -0.40 0.13 0.124
H -1.963 1.409 -3.182 0.13 0.37 -0.36 0.095
H 0.013 -5.655 -0.091 -0.30 -0.58 -0.14 0.096
H 1.669 -7.485 0.633 -0.48 -1.78 0.00 0.082
H 3.872 -6.835 1.519 -0.28 0.70 -0.02 0.116
H 4.462 -4.464 1.666 -0.08 0.26 -0.34 0.106
H 2.736 -2.657 0.857 1.00 1.98 0.36 0.058
```
Positions in Å, forces in eV/Å.

No. 2
Below is S2 in the gas phase, with properties calculated with wB97M-V/def2-TZVPD.

Properties
E_HOMO: -9.72 eV
LUMO energy: -4.211 eV
ΔE to the lowest compared entry with this formula, charge and spin: 315.2 kJ/mol
max |F|: 5.7 eV Å⁻¹
calculated total energy: -21665.7300 eV

```
2
Properties=species:S:1:pos:R:3:forces:R:3:lowdin_charge:R:1
S 0.192 -0.458 1.188 -0.85 2.03 -5.27 0.000
S -0.192 0.458 -1.188 0.85 -2.03 5.27 0.000
```
Positions in Å, forces in eV/Å.

No. 3
Below is C23H20N2O4S in the gas phase, with properties calculated with wB97M-V/def2-TZVPD.

Properties
E_HOMO: -8.73 eV
LUMO energy: -0.253 eV
ΔE to the lowest compared entry with this formula, charge and spin: 228.0 kJ/mol
max |F|: 0.7 eV Å⁻¹
SMILES: CCOc1cccc([C@@H]2C(C(=O)c3cccs3)=C(O)C(=O)N2Cc2cccnc2)c1
calculated total energy: -46181.1196 eV

```
50
Properties=species:S:1:pos:R:3:forces:R:3:lowdin_charge:R:1
C -3.055 -4.430 -0.479 0.35 0.16 -0.17 -0.063
C -1.791 -4.372 -1.332 -0.27 -0.36 0.10 -0.247
O -1.288 -3.058 -1.470 0.09 0.26 -0.01 -0.047
C -0.635 -2.468 -0.435 0.12 0.28 0.02 -0.253
C -0.262 -3.087 0.755 -0.14 -0.24 -0.16 -0.021
C 0.423 -2.368 1.720 0.05 0.06 0.03 -0.065
C 0.752 -1.040 1.522 0.00 0.05 -0.01 -0.042
C 0.386 -0.418 0.337 0.03 -0.19 0.01 -0.171
C 0.719 1.036 0.093 -0.18 0.07 0.29 -0.166
C -0.532 1.881 0.001 0.30 0.25 -0.48 -0.043
C -1.417 1.994 1.167 0.03 0.07 0.24 -0.364
O -0.983 1.887 2.302 0.05 -0.01 -0.27 0.108
C -2.837 2.218 0.912 -0.69 0.00 -0.08 -0.425
C -3.755 2.665 1.831 0.39 -0.06 -0.17 -0.093
C -5.060 2.720 1.320 -0.14 -0.01 -0.07 -0.175
C -5.127 2.292 0.027 0.35 -0.17 -0.21 -0.391
S -3.600 1.837 -0.594 -0.33 0.10 0.59 1.101
C -0.550 2.489 -1.201 -0.05 -0.07 0.45 -0.193
O -1.395 3.366 -1.745 0.28 0.03 -0.10 0.070
C 0.656 2.086 -1.977 0.07 0.06 -0.20 -0.384
O 0.917 2.474 -3.101 -0.08 0.10 -0.11 0.089
N 1.353 1.248 -1.190 -0.01 -0.05 0.04 0.011
C 2.561 0.560 -1.580 0.10 0.04 -0.16 -0.073
C 3.649 0.797 -0.570 0.14 -0.12 0.12 -0.190
C 4.024 -0.185 0.339 0.05 0.16 -0.11 -0.029
C 5.002 0.104 1.276 -0.01 0.06 -0.03 -0.054
C 5.563 1.372 1.270 0.04 -0.31 0.22 -0.152
N 5.211 2.315 0.413 0.22 0.52 -0.02 0.065
C 4.281 2.034 -0.479 -0.23 -0.24 -0.15 -0.095
C -0.304 -1.126 -0.630 -0.03 -0.22 0.07 0.062
H -3.431 -5.449 -0.451 -0.06 -0.11 0.03 0.077
H -2.855 -4.098 0.537 -0.04 -0.01 0.09 0.068
H -3.816 -3.783 -0.907 -0.09 0.03 -0.03 0.080
H -1.020 -5.045 -0.936 -0.03 0.07 -0.09 0.115
H -2.020 -4.680 -2.356 0.09 -0.02 0.16 0.123
H -0.496 -4.123 0.944 -0.05 -0.09 -0.02 0.105
H 0.702 -2.858 2.641 0.01 -0.05 0.08 0.107
H 1.276 -0.486 2.284 0.06 0.09 0.09 0.118
H 1.360 1.400 0.906 -0.08 -0.02 -0.10 0.170
H -3.475 2.947 2.830 0.09 0.02 0.17 0.120
H -5.913 3.055 1.882 -0.15 0.06 0.06 0.102
H -5.994 2.219 -0.600 -0.19 0.00 -0.11 0.063
H -1.034 3.598 -2.621 0.04 -0.07 0.09 0.129
H 2.838 0.958 -2.560 -0.05 -0.12 0.08 0.137
H 2.357 -0.514 -1.669 0.05 0.12 -0.05 0.133
H 3.552 -1.158 0.312 -0.05 -0.08 -0.01 0.114
H 5.317 -0.635 1.996 0.05 -0.04 0.07 0.102
H 6.329 1.651 1.982 0.06 -0.07 0.10 0.103
H 4.023 2.835 -1.160 -0.10 0.05 -0.14 0.122
H -0.602 -0.655 -1.555 -0.05 0.07 -0.16 0.138
```
Positions in Å, forces in eV/Å.

No. 4
Below is a molecular structure, C17H21I2N8O3SW, with properties calculated with wB97M-V/def2-TZVPD.

Properties
E_HOMO (spin up / spin down): -11.24 / -11.44 eV
LUMO energy (spin up / spin down): -4.780 / -5.059 eV
ΔE to the lowest compared entry with this formula, charge and spin: 21.3 kJ/mol
spin multiplicity: 3
total charge: +1
max |F|: 1.6 eV Å⁻¹
calculated total energy: -64891.6063 eV

```
53
Properties=species:S:1:pos:R:3:forces:R:3:lowdin_charge:R:1
W -0.754 1.007 -0.798 1.22 -0.15 1.03 1.249
C -0.739 1.027 -4.110 0.18 -0.02 -0.12 -0.087
C 0.646 0.957 -3.550 -0.01 -0.07 -0.11 -0.330
C 1.691 0.934 -4.498 -0.08 0.00 -0.14 0.012
C 2.988 0.949 -4.106 0.16 0.00 -0.08 0.038
C 3.292 1.007 -2.732 0.09 -0.01 0.01 -0.140
C 4.618 1.058 -2.249 0.01 -0.01 -0.11 -0.007
C 4.861 1.146 -0.910 -0.01 0.00 0.13 -0.046
C 3.784 1.186 -0.005 0.19 0.04 0.06 -0.079
C 2.492 1.119 -0.454 0.02 0.11 0.08 -0.575
S 1.154 1.108 0.672 -0.81 -0.19 -0.58 0.682
C 2.218 1.024 -1.827 0.02 0.06 -0.01 -0.241
N 0.907 0.972 -2.245 -0.03 0.24 -0.30 -0.127
H -0.843 0.290 -4.905 0.00 -0.03 -0.03 0.106
H -0.880 2.015 -4.555 0.03 -0.01 -0.02 -0.001
H -1.535 0.877 -3.403 -0.22 -0.02 0.23 0.033
H 1.425 0.923 -5.547 -0.01 -0.02 0.05 0.132
H 3.792 0.932 -4.833 -0.05 0.01 0.05 0.136
H 5.433 1.030 -2.964 -0.05 0.01 0.04 0.126
H 5.876 1.190 -0.539 -0.03 0.01 0.02 0.118
H 3.970 1.272 1.060 0.02 -0.01 -0.06 0.114
N -1.625 2.502 1.025 -0.03 -0.21 -0.21 -0.109
N -2.957 2.752 0.682 -0.10 0.20 0.07 0.008
C -3.555 1.974 -0.276 0.09 -0.08 -0.26 -0.671
O -4.725 1.940 -0.490 -0.01 -0.02 0.00 0.147
O -2.626 1.287 -0.982 -0.55 -0.05 -0.13 -0.317
H -1.587 2.078 1.948 0.09 -0.14 0.03 0.092
H -1.127 3.386 1.036 0.26 0.01 -0.11 0.039
H -3.568 3.182 1.357 0.02 0.00 0.09 0.166
C -1.107 -2.167 5.114 0.00 0.00 0.02 -0.068
C -0.569 -3.114 4.044 0.02 0.15 -0.02 -0.406
C 0.838 -2.718 3.604 0.03 -0.04 0.00 -0.069
C -1.527 -3.233 2.858 -0.03 0.11 0.02 -0.079
N -1.662 -1.973 2.102 -0.33 -0.28 0.60 -0.051
C -0.906 -1.497 1.136 0.44 -0.36 -0.14 -0.144
N -1.369 -0.318 0.814 -0.85 0.36 0.39 -0.169
N -2.434 -0.073 1.617 0.14 -0.23 0.07 0.045
N -2.611 -1.061 2.399 0.22 -0.11 -0.18 0.132
H -0.443 -2.163 5.980 -0.03 0.00 -0.03 0.087
H -2.102 -2.464 5.453 0.04 0.02 -0.02 0.087
H -1.170 -1.140 4.743 0.01 -0.05 0.02 0.072
H -0.527 -4.124 4.460 -0.01 -0.01 0.01 0.144
H 0.866 -1.695 3.212 0.00 -0.04 0.02 0.069
H 1.235 -3.396 2.842 -0.03 0.04 0.03 0.085
H 1.518 -2.747 4.456 -0.02 0.00 -0.04 0.089
H -2.529 -3.491 3.190 -0.05 0.00 -0.04 0.135
H -1.185 -3.989 2.153 -0.01 0.02 -0.07 0.137
H -0.058 -1.996 0.697 -0.06 0.02 0.02 0.154
I -0.598 3.611 -1.704 0.04 0.29 -0.32 0.472
I -2.725 4.348 -5.227 0.02 0.01 0.08 0.100
O -1.524 -3.009 -2.162 0.09 0.30 0.05 0.164
C -1.202 -1.911 -1.921 -0.08 -0.28 -0.02 -0.406
N -0.833 -0.800 -1.663 0.04 0.44 -0.04 -0.046
```
Positions in Å, forces in eV/Å.